[1]
Formula: C40H65N7O6S3
Source: OMol25
Level of theory: the ωB97M-V functional and the def2-TZVPD basis

Calculated values
Highest occupied orbital energy in eV: -8.1
Spin multiplicity: 1
Lowest unoccupied orbital energy in Ha: 0.019
Total charge: 0
SMILES string: O=S1(=O)CCCC1.O=S1(=O)CCCC1.O=S1(=O)CCCC1.c1cc[nH]c1.c1cc[nH]c1.c1cc[nH]c1.c1cc[nH]c1.CCCC#N.CCCC#N.CCCC#N

Geometry (Å):
O -1.46 0.14 5.18
S -0.93 1.48 5.20
O 0.29 1.74 4.46
C -2.19 2.71 4.81
C -2.51 3.43 6.10
C -1.25 3.41 6.99
C -0.80 1.98 6.95
H -3.00 2.17 4.33
H -1.69 3.31 4.05
H -2.76 4.47 5.82
H -3.47 3.24 6.59
H -1.55 3.69 8.00
H -0.54 4.12 6.58
H -1.53 1.29 7.38
H 0.19 1.70 7.31
O -2.51 4.35 -2.10
S -1.33 4.35 -2.93
O -1.41 4.25 -4.37
C -0.22 5.72 -2.59
C 1.07 5.15 -2.05
C 1.20 3.69 -2.48
C -0.20 3.10 -2.33
H -0.75 6.43 -1.95
H -0.08 6.29 -3.51
H 1.91 5.77 -2.38
H 1.09 5.20 -0.95
H 1.93 3.14 -1.89
H 1.51 3.65 -3.53
H -0.38 3.17 -1.25
H -0.41 2.12 -2.72
O -3.23 -1.46 -1.52
S -3.79 -0.15 -1.71
O -4.11 0.73 -0.61
C -2.80 0.68 -2.93
C -3.32 0.22 -4.31
C -4.60 -0.59 -4.16
C -5.21 -0.30 -2.80
H -1.74 0.46 -2.81
H -2.93 1.76 -2.79
H -3.47 1.16 -4.85
H -2.55 -0.29 -4.87
H -4.30 -1.64 -4.04
H -5.32 -0.61 -4.98
H -5.87 -1.05 -2.36
H -5.72 0.67 -2.76
C 2.77 0.36 6.29
C 2.86 -0.48 5.15
C 3.66 -1.54 5.50
N 4.03 -1.38 6.81
C 3.51 -0.21 7.29
H 2.31 1.33 6.37
H 2.57 -0.23 4.14
H 4.02 -2.33 4.86
H 4.56 -2.07 7.30
H 3.63 0.03 8.34
C -3.99 4.86 2.66
C -2.68 4.93 2.10
C -2.51 3.81 1.34
N -3.65 3.06 1.40
C -4.53 3.69 2.22
H -4.40 5.61 3.32
H -1.92 5.64 2.37
H -1.64 3.44 0.82
H -3.76 2.13 1.00
H -5.53 3.33 2.40
C 4.73 0.49 0.08
C 6.11 0.49 -0.29
C 6.83 0.58 0.88
N 5.94 0.71 1.91
C 4.67 0.49 1.43
H 3.86 0.38 -0.55
H 6.56 0.32 -1.25
H 7.90 0.60 0.99
H 6.21 0.70 2.87
H 3.85 0.55 2.12
C 1.71 0.96 -5.43
C 0.56 0.33 -6.00
C 0.17 -0.65 -5.13
N 0.99 -0.61 -4.04
C 1.88 0.44 -4.17
H 2.22 1.77 -5.92
H 0.20 0.42 -7.01
H -0.56 -1.43 -5.29
H 1.01 -1.33 -3.33
H 2.68 0.53 -3.46
C 0.82 -7.90 -0.63
C -0.04 -6.86 0.10
C 0.82 -5.67 0.56
C 0.18 -4.89 1.61
N -0.35 -4.30 2.43
H 1.47 -8.39 0.08
H 1.37 -7.40 -1.44
H 0.21 -8.61 -1.19
H -0.48 -7.35 0.97
H -0.87 -6.47 -0.49
H 1.10 -5.07 -0.30
H 1.76 -6.08 0.95
C 1.75 -6.01 -5.14
C 0.71 -4.93 -5.37
C -0.11 -4.66 -4.10
C -1.37 -3.93 -4.38
N -2.35 -3.35 -4.54
H 2.19 -6.31 -6.09
H 1.39 -6.87 -4.58
H 2.57 -5.56 -4.58
H 0.06 -5.13 -6.22
H 1.28 -4.03 -5.62
H 0.41 -3.99 -3.41
H -0.43 -5.59 -3.61
C -0.96 0.38 0.53
C -0.06 -0.22 1.60
C 1.17 -0.91 0.99
C 0.96 -1.79 -0.13
N 0.84 -2.46 -1.06
H -0.34 1.06 -0.07
H -1.81 0.96 0.89
H -1.34 -0.39 -0.15
H -0.61 -0.90 2.25
H 0.37 0.55 2.23
H 1.76 -1.40 1.77
H 1.85 -0.09 0.74

Atom charges from the Löwdin analysis, given in e for atoms 1 to 2: number 1, O, carries -0.326; number 2, S, carries 0.665

[2]
Formula: C5H6N3
Source: OMol25
Level of theory: the ωB97M-V functional and the def2-TZVPD basis

Calculated values
Energy above the lowest of the compared OMol25 structures with the same formula, charge and spin in eV: 3.246
Highest occupied orbital energy in eV: -15.1
Spin multiplicity: 1
Lowest unoccupied orbital energy in Ha: -0.198
Total charge: +1

Geometry (Å):
C 0.87 -1.60 1.20
C 0.48 0.20 -1.94
C 1.06 -0.86 -1.56
C -0.25 0.37 0.30
C -1.12 0.77 1.41
N 1.27 -2.41 1.89
N -0.22 0.89 -0.91
N 0.49 -0.72 0.35
H 0.67 0.75 -2.76
H 1.58 -1.68 -1.81
H -1.78 -0.08 1.49
H -0.49 1.02 2.25
H -1.78 1.55 1.28
H -0.77 1.79 -1.19

Atom charges from the Löwdin analysis, given in e for atoms 1 to 2: number 1, C, carries -0.283; number 2, C, carries -0.049

[3]
Formula: C9H11BrCl24OP
Source: OMol25
Level of theory: the ωB97M-V functional and the def2-TZVPD basis

Calculated values
Highest occupied orbital energy in eV: -3.4
Spin multiplicity: 1
Lowest unoccupied orbital energy in Ha: 0.063
Total charge: -1

Geometry (Å):
C -3.35 -2.09 -2.59
P -1.82 -2.08 -3.79
O -2.21 -0.78 -4.93
Br -0.02 -1.51 -2.53
H -3.14 -1.34 -1.72
H -3.51 -3.17 -2.15
H -2.39 0.01 -4.30
C -1.09 -1.35 1.05
Cl -2.61 -0.53 0.67
Cl -0.58 -1.00 2.71
Cl -1.25 -3.10 0.81
H -0.32 -0.98 0.37
C -6.69 -1.46 0.22
Cl -5.53 -1.85 -1.06
Cl -8.31 -2.02 -0.23
Cl -6.19 -2.18 1.75
H -6.72 -0.38 0.33
C 1.34 2.05 3.76
Cl 1.37 1.52 5.45
Cl 0.85 3.75 3.64
Cl 2.93 1.81 3.00
H 0.61 1.44 3.22
C 5.96 -0.30 3.84
Cl 5.81 -2.05 3.57
Cl 5.64 0.08 5.54
Cl 7.56 0.27 3.37
H 5.21 0.21 3.23
C -3.62 2.12 3.80
Cl -4.73 2.41 2.46
Cl -2.42 0.89 3.37
Cl -2.81 3.63 4.28
H -4.19 1.76 4.66
C 3.41 -3.33 -2.26
Cl 3.26 -5.07 -2.54
Cl 3.09 -2.94 -0.56
Cl 5.02 -2.75 -2.74
H 2.67 -2.82 -2.87
C -3.54 2.55 -5.80
Cl -2.87 2.35 -4.17
Cl -5.30 2.40 -5.77
Cl -3.06 4.12 -6.48
H -3.13 1.76 -6.43
C 7.42 2.06 -0.39
Cl 6.84 2.81 -1.89
Cl 6.11 1.98 0.80
Cl 8.07 0.44 -0.71
H 8.22 2.68 0.02

Atom charges from the Löwdin analysis, given in e for atoms 1 to 2: number 1, C, carries -0.591; number 2, P, carries 0.387

[4]
Formula: C3H5NO2
Source: OMol25
Level of theory: the ωB97M-V functional and the def2-TZVPD basis

Calculated values
Energy above the lowest of the compared OMol25 structures with the same formula, charge and spin in eV: 0.796
Highest occupied orbital energy in eV: -10.2
Spin multiplicity: 1
Lowest unoccupied orbital energy in Ha: 0.031
Total charge: 0
SMILES string: O=CCNC=O

Geometry (Å):
O -2.08 0.77 -0.49
C -1.53 0.61 0.57
C -0.21 -0.09 0.73
N 0.30 -0.58 -0.52
C 1.55 -0.24 -0.95
O 2.37 0.38 -0.29
H -1.98 0.97 1.52
H 0.53 0.61 1.13
H -0.32 -0.89 1.48
H -0.35 -0.92 -1.21
H 1.74 -0.60 -1.97

Atom charges from the Löwdin analysis, given in e for atoms 1 to 2: number 1, O, carries 0.055; number 2, C, carries -0.233

[5]
Formula: C11H22FO7
Source: OMol25
Level of theory: the ωB97M-V functional and the def2-TZVPD basis

Calculated values
Energy above the lowest of the compared OMol25 structures with the same formula, charge and spin in eV: 0.000
Highest occupied orbital energy in eV: -1.9
Spin multiplicity: 1
Lowest unoccupied orbital energy in Ha: 0.098
Total charge: -1

Geometry (Å):
O 1.09 0.12 3.51
C 0.51 0.77 2.37
C -0.84 1.40 2.71
C -2.01 0.43 2.83
F -1.97 -0.35 1.55
H 0.43 -0.53 3.78
H 0.36 0.03 1.57
H 1.25 1.49 2.02
H -1.05 2.21 2.00
H -0.74 1.85 3.70
H -1.71 -0.34 3.57
C 6.99 -1.95 -1.34
C 5.80 -2.83 -1.02
O 5.54 -2.90 0.39
C 4.89 -1.84 0.90
O 4.54 -0.87 0.26
O 4.79 -1.99 2.21
C 4.09 -0.94 2.90
H 7.87 -2.29 -0.79
H 7.20 -2.00 -2.40
H 6.78 -0.92 -1.07
H 5.99 -3.87 -1.30
H 4.90 -2.48 -1.53
H 3.08 -0.80 2.52
H 4.65 -0.01 2.81
H 4.05 -1.25 3.94
C -5.47 2.22 -4.57
C -6.05 2.64 -3.24
O -6.19 1.53 -2.35
C -5.05 1.16 -1.73
O -3.98 1.68 -1.90
O -5.30 0.09 -1.01
C -4.19 -0.44 -0.25
H -6.07 1.42 -5.02
H -5.46 3.07 -5.26
H -4.45 1.86 -4.45
H -7.06 3.02 -3.36
H -5.44 3.41 -2.77
H -3.76 0.29 0.43
H -3.41 -0.79 -0.93
H -4.60 -1.27 0.32

Atom charges from the Löwdin analysis, given in e for atoms 1 to 2: number 1, O, carries -0.129; number 2, C, carries -0.294

[6]
Formula: C7H12FP
Source: OMol25
Level of theory: the ωB97M-V functional and the def2-TZVPD basis

Calculated values
Energy above the lowest of the compared OMol25 structures with the same formula, charge and spin in eV: 0.424
Highest occupied orbital energy in eV: -9.0
Spin multiplicity: 1
Lowest unoccupied orbital energy in Ha: 0.036
Total charge: 0
SMILES string: C[C@@H]1CC=C(F)[C@@H](P)C1

Geometry (Å):
C -0.08 1.88 0.38
C -0.24 0.39 0.30
C 0.40 -0.27 1.57
C 0.47 -1.78 1.37
C 0.74 -2.29 0.20
F 0.76 -3.62 0.02
C 0.51 -1.59 -1.24
P -1.23 -2.14 -1.93
C 0.60 -0.07 -0.94
H 0.90 2.11 0.68
H -0.68 2.20 1.13
H -0.29 2.29 -0.52
H -1.25 0.11 0.02
H -0.33 0.07 2.26
H 1.46 0.10 1.58
H 0.22 -2.57 2.16
H 1.41 -2.04 -1.83
H -1.85 -0.96 -1.62
H -1.56 -2.73 -0.75
H 1.66 0.09 -0.74
H 0.22 0.46 -1.91

Atom charges from the Löwdin analysis, given in e for atoms 1 to 2: number 1, C, carries -0.064; number 2, C, carries -0.381

What is the formula in the fourth record?
C3H5NO2